A structure of composition C5H31O12 in a non-equilibrium geometry. Source: the Open Molecules 2025 dataset; level of theory: wB97M-V/def2-TZVPD.

Last column: Mulliken charge in e.
Cartesian coordinates (Å):
C -0.490 -2.859 -1.108  -0.544
O -1.826 -2.423 -1.449  -0.619
C 0.046 -2.012 -0.005  0.242
C 0.874 -0.760 -0.439  0.917
C 2.309 -1.032 -0.791  -0.761
C 3.189 -1.325 0.450  -0.574
O 3.228 -0.113 1.254  -0.544
H -0.519 -3.934 -0.823  0.200
H -0.032 -2.825 -2.106  0.316
H -0.656 -1.528 0.679  -0.281
H 0.634 -2.615 0.702  0.314
H 0.853 0.007 0.330  -0.671
H 0.396 -0.337 -1.309  0.391
H 2.540 -1.841 -1.485  0.349
H 2.676 -0.117 -1.296  0.188
H 2.760 -2.118 1.036  0.273
H 4.251 -1.483 0.280  0.365
H 2.375 -0.052 1.715  0.381
H -2.332 -2.073 -0.694  0.264
H -3.376 -2.733 1.464  0.293
O -3.417 -2.057 0.784  -0.689
H -0.207 2.051 -0.087  0.356
H -0.046 3.247 -1.211  0.287
O 0.343 2.405 -0.934  -0.763
H -1.574 0.572 1.599  0.373
H -1.849 2.150 1.159  0.073
O -1.099 1.578 0.934  -0.802
H 2.294 2.288 -0.137  0.331
H 3.526 1.677 0.649  0.404
O 3.025 2.498 0.472  -0.811
H -0.002 1.855 -2.890  0.236
H 1.272 1.759 -3.621  0.312
O 0.468 1.249 -3.490  -0.607
H -2.727 -1.412 1.098  0.393
H -2.414 -0.107 2.936  0.219
O -1.805 -0.381 2.225  -0.923
H -2.791 -0.664 -2.068  0.425
H -3.955 -0.526 -1.038  0.281
O -3.570 -0.146 -1.835  -0.640
H 0.049 -0.878 2.900  0.310
H 0.487 0.514 2.792  0.402
O 0.884 -0.372 2.870  -0.764
H 0.188 2.365 1.824  0.417
H 1.629 2.708 1.715  0.521
O 0.964 2.541 2.409  -0.776
H -1.534 2.060 -2.034  0.223
H -2.918 2.406 -1.528  0.314
O -2.121 2.797 -1.899  -0.602

Atomic forces in eV per Å
-2.10 -0.34 -0.43
-0.06 0.07 -0.61
2.01 1.53 1.13
-0.38 -1.31 -0.33
1.85 0.12 0.09
-0.43 2.49 0.06
0.08 -0.79 0.02
-0.05 0.48 0.00
0.75 0.25 0.58
-0.80 -0.75 -0.47
0.18 -0.03 -0.26
-0.14 -0.06 0.09
-0.28 0.27 -0.29
-0.71 -0.26 -0.33
0.21 -0.36 0.31
-0.06 -0.59 0.30
-0.09 -0.51 -0.57
0.02 -0.01 0.27
0.46 -0.86 0.13
-0.05 -0.19 -0.04
0.26 0.53 -0.01
0.15 0.67 -1.53
0.01 -0.24 0.59
0.23 -0.12 0.66
0.72 -0.76 0.25
0.42 0.27 -0.51
-1.23 -0.15 0.86
0.19 -0.10 0.01
-0.78 0.15 -0.12
0.33 0.26 -0.24
0.39 -0.58 0.08
0.28 -0.19 -0.10
-0.26 0.48 -0.24
-0.46 0.03 0.50
0.38 -0.21 -0.48
-0.77 0.59 0.08
0.06 -0.34 0.19
0.26 -0.23 -0.08
-0.39 0.64 -0.10
0.41 -0.01 -0.23
0.69 0.29 0.02
-0.74 -0.15 0.25
0.00 -0.08 0.69
0.49 -0.06 0.55
-0.40 0.14 -0.73
0.08 -0.59 0.32
0.01 -0.25 -0.10
-0.73 0.87 -0.23

energy = -30260.63189 eV
total charge = -1
relative energy (zero: lowest compared OMol25 entry of this formula, charge and spin) = 0.000 eV
gap between HOMO and LUMO = 9.8076 eV

---

A cluster of 4 separate species, C4H15NO5 in total in a non-equilibrium geometry. Source: the Open Molecules 2025 dataset; level of theory: wB97M-V/def2-TZVPD.

Last column: Mulliken charge in e.
Cartesian coordinates (Å):
N -1.160 2.150 1.120  -0.577
C -0.379 0.974 0.632  0.705
C 1.061 1.330 0.511  -0.858
O 1.239 2.028 -0.606  -0.549
C -0.725 -0.084 1.810  -0.840
C -1.133 -1.207 1.019  -0.061
O -0.391 -1.995 0.581  -0.504
H -1.752 2.643 0.512  0.192
H -0.472 2.649 1.578  0.207
H -0.827 0.587 -0.312  0.158
H 1.867 0.639 0.475  0.472
H 1.213 2.187 1.328  0.261
H 0.733 1.745 -1.414  0.357
H 0.241 -0.115 2.289  0.326
H -1.557 0.185 2.458  0.313
H -2.271 -1.306 0.857  0.364
O -1.363 -1.590 -2.535  -0.741
H -1.696 -0.957 -1.962  0.350
H -0.900 -2.188 -1.833  0.396
O 2.182 -1.726 -0.503  -0.624
H 2.539 -2.648 -0.594  0.297
H 1.505 -1.886 0.145  0.366
O 0.665 -0.066 -1.835  -0.760
H 0.075 -0.638 -2.345  0.447
H 1.308 -0.714 -1.374  0.303

Atomic forces in eV per Å
0.04 -2.30 -0.52
-4.02 -0.30 1.80
-0.21 2.04 1.95
0.03 3.43 -4.27
0.71 1.25 -0.69
-3.02 0.75 1.94
2.45 -3.34 -2.33
-0.20 0.79 -1.09
0.79 2.20 1.03
0.67 0.55 0.54
0.20 -1.61 1.24
0.29 -2.27 -0.74
0.89 -0.40 1.53
0.05 -0.92 0.70
0.43 0.71 -0.12
1.06 0.22 -0.13
1.99 -3.84 0.39
-1.48 2.23 1.54
-1.19 1.09 -1.89
1.45 -1.95 -0.10
-0.15 1.38 -0.30
-1.04 0.17 0.84
1.02 -1.31 0.15
0.24 0.12 -0.28
-1.00 1.30 -1.19

energy = -16116.28486 eV
total charge = 0
relative energy (zero: lowest compared OMol25 entry of this formula, charge and spin) = 3.279 eV
gap between HOMO and LUMO = 9.5480 eV

---

An isolated molecule of C7H11N in a non-equilibrium geometry. Source: the Open Molecules 2025 dataset; level of theory: wB97M-V/def2-TZVPD.

Last column: Mulliken charge in e.
Cartesian coordinates (Å):
C -0.819 0.707 -1.717  -1.025
C -0.495 0.092 -0.539  0.663
C -1.621 -0.481 0.290  -1.505
C 0.860 0.742 0.093  0.385
C 0.597 1.229 1.515  -1.390
C 1.733 -0.448 -0.045  -0.879
C 0.987 -1.497 -0.437  0.486
N 0.849 -2.701 -0.543  -0.553
H -1.849 0.797 -2.051  0.318
H -0.071 1.198 -2.327  0.300
H -1.287 -0.814 1.273  0.372
H -2.446 0.228 0.404  0.414
H -2.018 -1.369 -0.212  0.383
H 1.252 1.587 -0.492  0.375
H 1.550 1.488 1.988  0.427
H -0.044 2.116 1.507  0.325
H 0.144 0.474 2.160  0.279
H 2.808 -0.389 -0.160  0.334
H -0.128 -2.960 -0.706  0.292

Atomic forces in eV per Å
0.07 -0.98 0.93
-0.40 4.41 -0.79
0.21 -0.52 0.15
-1.40 -1.33 0.05
0.27 0.21 0.11
-0.28 0.07 -0.46
4.60 0.36 1.00
-3.04 -0.36 -0.11
0.03 -0.53 -0.29
-0.02 0.13 0.19
-0.08 0.09 -0.03
0.15 -0.04 0.07
-0.06 0.09 0.02
-0.60 -0.22 -0.13
-0.08 0.10 -0.07
0.05 -0.06 0.07
0.01 -0.03 -0.18
-0.02 -0.43 0.05
0.58 -0.96 -0.58

energy = -8922.87482 eV
total charge = 0
relative energy (zero: lowest compared OMol25 entry of this formula, charge and spin) = 4.854 eV
gap between HOMO and LUMO (spin up / spin down) = 6.7362 / 6.7350 eV

---

Q: What is the formula in the first record?
A: C5H31O12